C6H5I in the gas phase in a non-equilibrium geometry, computed with ωB97M-V with the def2-TZVPD basis set.

For the total energy, the calculation gives -14395.866 eV. The calculation puts the molar mass at 204.0 g/mol. The calculation puts the energy above the lowest of the compared OMol25 structures with the same formula, charge and spin at 401.5 kJ/mol. The HOMO energy is -8.84 eV. The calculation puts the HOMO-LUMO gap at 0.30255 hartree.

The geometry in ORCA input format:
```
! RIJCOSX wB97M-V def2-TZVPD def2/J DEFGRID3
* xyz 0 1
C -0.40794 -0.37011 -0.50447
C -1.09860 -1.21017 -1.35083
C 0.72123 0.42206 -0.33700
C 1.77112 1.06283 -0.93884
C -0.16411 0.64473 0.73578
C -1.45391 -1.37780 0.08284
I -0.85097 -3.08513 1.26828
H 2.22391 1.89491 -0.42605
H 2.13248 0.84641 -1.88551
H 0.00193 0.34349 1.77906
H -0.68697 1.55846 0.92793
H -2.18817 -0.72968 0.64881
*
```

Mulliken atomic charge list, values in e, 8 entries:
1 C 0.65
2 C -0.77
3 C 0.54
4 C -0.92
5 C -0.65
6 C -0.40
7 I 0.01
8 H 0.24